1.
A cluster of 6 separate species, C26H37FN2O13S in total in a non-equilibrium geometry. Source: OMol25; level of theory: ωB97M-V with the def2-TZVPD basis set.

## Properties
HOMO energy	-9.1	eV
SMILES	O=C(CCSc1nnco1)OCF.O=C1CCCO1.O=C1CCCO1.O=C1CCCO1.O=C1CCCO1.O=C1CCCO1
frontier orbital gap	9.432	eV
LUMO energy	0.3	eV
energy	-70712.8639	eV

```
! wB97M-V def2-TZVPD RIJCOSX def2/J DEFGRID3
* xyz 0 1
O 7.6793 1.7257 1.4365
C 6.7347 2.3630 1.0640
C 5.8980 3.1707 2.0141
C 5.0956 4.3005 1.3839
S 6.0702 5.7735 0.9121
C 7.6480 5.4305 1.5356
N 8.2525 5.9094 2.5577
N 9.4666 5.3163 2.6158
C 9.5372 4.5120 1.6340
O 8.4267 4.5451 0.9001
O 6.3189 2.4066 -0.2262
C 6.9006 1.4544 -1.0672
F 8.0475 1.9421 -1.6163
H 5.1674 2.4592 2.3978
H 6.5159 3.4752 2.8469
H 4.3362 4.6059 2.0876
H 4.6217 3.9169 0.4954
H 10.3331 3.8559 1.3614
H 6.1964 1.2696 -1.8733
H 7.1114 0.5276 -0.5472
O 2.6345 3.2038 -0.1053
C 2.6628 2.1754 -0.7175
C 2.3341 1.9575 -2.1803
C 2.1684 0.4413 -2.2580
C 3.0920 -0.0322 -1.1458
O 3.0543 1.0081 -0.1523
H 3.1734 2.3143 -2.7803
H 1.4302 2.4938 -2.4528
H 2.4121 0.0140 -3.2286
H 1.1385 0.1733 -2.0225
H 4.1261 -0.1487 -1.4823
H 2.7633 -0.9654 -0.6925
O -1.5813 -0.7358 -3.2701
C -1.9729 -0.6028 -2.1436
C -3.3363 -0.9630 -1.5887
C -3.3661 -0.2107 -0.2581
C -1.8903 -0.1721 0.1082
O -1.1906 -0.1178 -1.1585
H -3.3835 -2.0442 -1.4495
H -4.1220 -0.6417 -2.2632
H -3.9803 -0.6748 0.4983
H -3.7387 0.8020 -0.4147
H -1.5652 -1.0603 0.6403
H -1.6292 0.7013 0.6989
O 0.3678 -0.8941 2.2908
C 0.7628 -1.9672 1.9481
C 1.9245 -2.7469 2.5339
C 2.1917 -3.8032 1.4634
C 0.8115 -3.9803 0.8453
O 0.1782 -2.6928 0.9548
H 1.6026 -3.1898 3.4773
H 2.7745 -2.0929 2.7036
H 2.6112 -4.7312 1.8458
H 2.8821 -3.4044 0.7184
H 0.2046 -4.7096 1.3860
H 0.8514 -4.2640 -0.2035
O -5.6583 0.3761 1.8553
C -5.6688 -0.5116 2.6556
C -6.8348 -0.9780 3.5051
C -6.1483 -1.8304 4.5716
C -4.9202 -2.3358 3.8259
O -4.5836 -1.2872 2.9004
H -7.5057 -1.5661 2.8773
H -7.3675 -0.1285 3.9213
H -6.7668 -2.6321 4.9693
H -5.8402 -1.1979 5.4051
H -5.1247 -3.2448 3.2563
H -4.0701 -2.5138 4.4797
O -6.6461 -3.1098 -2.4299
C -6.9900 -2.4749 -3.3825
C -6.1032 -1.7453 -4.3733
C -7.0906 -0.8213 -5.0840
C -8.3881 -1.6119 -4.9804
O -8.2892 -2.3384 -3.7426
H -5.6630 -2.4757 -5.0531
H -5.3226 -1.1996 -3.8565
H -6.8162 -0.5777 -6.1083
H -7.1829 0.1138 -4.5300
H -8.5028 -2.3313 -5.7940
H -9.2699 -0.9771 -4.9460
*
```

These are the Mulliken partial charges, in e, on atoms 1 to 2: -0.61 0.69

=====

2.
A cluster of 9 separate species, C32H64Br4O21 in total in a non-equilibrium geometry. Source: OMol25; level of theory: ωB97M-V with the def2-TZVPD basis set.

## Properties
HOMO energy	-10.2	eV
SMILES	CCOC(=O)OC.CCOC(=O)OC.CCOC(=O)OC.CCOC(=O)OC.CCOC(=O)OC.CCOC(=O)OC.CCOC(=O)OC.BrCCBr.BrCCBr
relative energy (zero: lowest compared OMol25 entry of this formula, charge and spin)	55.80	kcal per mole
frontier orbital gap	10.496	eV
LUMO energy	0.3	eV
energy	-357387.2588	eV

```
! wB97M-V def2-TZVPD RIJCOSX def2/J DEFGRID3
* xyz 0 1
C 2.1830 1.8857 1.9622
C 2.0298 3.1388 1.0785
O 1.3696 4.1862 1.7713
C 1.9795 4.9721 2.6762
O 3.2186 4.9072 2.9734
O 1.0377 5.7473 3.2623
C 1.3061 6.6232 4.3378
H 1.2449 1.6210 2.4501
H 2.9161 2.0210 2.7574
H 2.5191 1.0030 1.4181
H 1.4396 2.8468 0.2098
H 2.9603 3.4578 0.6090
H 2.0702 7.2725 3.9105
H 1.7181 5.9954 5.1279
H 0.4194 7.2004 4.5999
C -0.6546 2.3428 -3.0263
C 0.5745 3.0127 -2.3636
O 1.4056 3.6125 -3.2922
C 2.6036 4.1951 -2.8785
O 2.9475 4.5824 -1.7471
O 3.3090 4.4363 -4.0289
C 4.6186 4.9474 -3.9815
H -1.4552 2.1823 -2.3043
H -0.3660 1.3518 -3.3764
H -0.9962 2.9456 -3.8678
H 1.0837 2.2135 -1.8250
H 0.1924 3.7333 -1.6405
H 5.3372 4.2503 -3.5506
H 4.5816 5.9459 -3.5460
H 4.8753 4.9271 -5.0407
C 0.9316 -9.1195 -3.2784
C 1.6362 -9.8678 -2.1859
O 1.4513 -9.2707 -0.8887
C 1.9878 -8.1005 -0.6043
O 2.6716 -7.4025 -1.3845
O 1.6923 -7.7540 0.7380
C 1.9636 -6.4841 1.2666
H -0.1433 -9.1847 -3.1102
H 1.1179 -9.5482 -4.2630
H 1.2335 -8.0722 -3.2645
H 2.7097 -9.9130 -2.3695
H 1.2192 -10.8707 -2.2771
H 2.9998 -6.4195 1.5988
H 1.3919 -6.3478 2.1845
H 1.7895 -5.7080 0.5213
C -2.6485 4.0318 6.4435
C -2.5984 3.0563 5.3462
O -1.8324 3.5204 4.2417
C -2.3287 4.3770 3.3452
O -3.4179 4.9191 3.3952
O -1.4174 4.4842 2.2997
C -1.8348 4.8976 1.0211
H -3.2695 4.8504 6.0799
H -1.6773 4.3698 6.8048
H -3.2041 3.6573 7.3032
H -3.6285 2.7794 5.1220
H -2.0913 2.1298 5.6156
H -2.2702 5.8951 1.0789
H -2.4816 4.0907 0.6766
H -1.0631 4.9614 0.2539
C 0.5679 -4.7520 -2.4166
C -0.9015 -4.3525 -2.1399
O -1.0121 -3.1142 -2.7939
C -2.1362 -2.6739 -3.2288
O -3.1667 -3.3012 -3.4216
O -1.9790 -1.2800 -3.4055
C -3.0816 -0.4687 -3.5951
H 0.8775 -5.7740 -2.1977
H 1.1208 -4.1579 -1.6889
H 0.8977 -4.4834 -3.4202
H -0.9541 -4.1187 -1.0765
H -1.6160 -5.0843 -2.5169
H -3.7164 -0.4536 -2.7092
H -3.6920 -0.8401 -4.4182
H -2.7558 0.5348 -3.8688
C 4.6605 -4.2756 -1.2156
C 5.8602 -3.4326 -0.6690
O 5.4260 -2.0900 -0.2083
C 5.3342 -1.1633 -1.1034
O 5.5672 -1.3622 -2.3033
O 4.7773 -0.0140 -0.5759
C 4.4013 1.0317 -1.3909
H 4.7333 -4.4466 -2.2896
H 3.7489 -3.8137 -0.8365
H 4.6557 -5.2683 -0.7656
H 6.6593 -3.3764 -1.4081
H 6.2501 -3.9286 0.2198
H 5.2276 1.3336 -2.0345
H 4.0191 1.9174 -0.8836
H 3.5541 0.6001 -1.9239
C -3.4162 1.4804 1.1821
C -2.5251 1.2351 0.0549
O -1.8760 -0.0491 0.2494
C -0.5385 -0.2426 0.0312
O 0.2220 0.6257 -0.4182
O -0.2143 -1.5137 0.2471
C 1.1480 -1.8208 0.0906
H -4.1249 2.2593 0.9010
H -2.8807 1.8956 2.0358
H -3.9327 0.5802 1.5153
H -1.8012 2.0476 -0.0056
H -3.1939 1.2724 -0.8050
H 1.2080 -2.8605 0.4122
H 1.9220 -1.2710 0.6261
H 1.2921 -1.9046 -0.9866
Br -1.3807 -4.7373 1.4762
C -3.1581 -4.0670 1.8370
C -3.2367 -2.5392 1.4578
Br -5.0179 -1.8679 1.9957
H -3.3708 -4.1589 2.9021
H -3.8984 -4.6717 1.3131
H -3.0574 -2.2771 0.4151
H -2.5250 -1.9318 2.0169
Br -4.8515 6.1857 0.0610
C -6.7940 5.8030 0.4548
C -6.7811 4.6219 1.3744
Br -8.7149 4.1464 1.7852
H -7.3711 5.5161 -0.4243
H -7.2264 6.7177 0.8603
H -6.2687 4.8879 2.2990
H -6.3205 3.7319 0.9455
*
```

These are the Mulliken partial charges, in e, on atoms 1 to 2: -0.77 0.62

=====

3.
A cluster of 14 separate species, H28O14 in total in a non-equilibrium geometry. Source: OMol25; level of theory: ωB97M-V with the def2-TZVPD basis set.

## Properties
HOMO energy	-9.9	eV
relative energy (zero: lowest compared OMol25 entry of this formula, charge and spin)	120.02	kcal per mole
frontier orbital gap	9.645	eV
LUMO energy	-0.3	eV
energy	-29116.4473	eV

```
! wB97M-V def2-TZVPD RIJCOSX def2/J DEFGRID3
* xyz 0 1
H -0.4281 1.1598 -1.3619
H 0.5303 0.5871 -0.2207
H 4.4223 0.8815 -1.5845
H 5.7589 0.5897 -2.1804
H -2.5443 4.0964 2.7799
H -1.5205 3.0504 2.2929
H -3.6307 -3.6040 -0.5142
H -2.8525 -2.5232 -0.2305
H 2.2924 0.3092 -2.4432
H 2.1462 0.4087 -0.9786
H 0.8624 -1.8640 2.3207
H 1.1635 -0.4110 2.9837
H 3.4595 -1.0666 1.6512
H 4.2161 -0.9692 2.9156
H -3.0355 1.6771 1.6206
H -2.4266 0.1922 1.7293
H -0.2734 4.4575 -2.0924
H 1.1076 4.6280 -1.4675
H 0.5558 -3.4910 -2.4580
H 0.5245 -4.3274 -1.0966
H -4.6313 -0.2936 -3.0505
H -4.0060 0.5523 -1.9089
H 0.9757 2.9373 0.8448
H -0.3832 2.3991 1.1418
H -0.9892 -1.6159 -2.4544
H -0.4395 -1.7331 -0.9169
H -0.9441 -3.5752 2.0291
H -1.1878 -2.1955 1.6212
O -0.3431 0.4837 -0.6224
O 5.2325 0.3764 -1.4209
O -2.3742 3.4838 2.1291
O -2.8047 -3.4257 -0.0204
O 2.8127 0.1094 -1.7064
O 1.0214 -1.3363 3.1940
O 3.8278 -0.4628 2.2158
O -2.4649 1.1106 2.1422
O 0.6294 4.2235 -2.1895
O 0.9410 -3.6027 -1.5494
O -4.1672 0.4931 -2.8746
O 0.5695 2.4448 1.4764
O -1.1494 -1.3925 -1.4855
O -0.4534 -2.7619 1.7401
*
```

These are the natural (NBO) partial charges, in e, on atoms 1 to 2: 0.48 0.46

=====

4.
The molecule C15H17N3O5 in a non-equilibrium geometry. Source: OMol25; level of theory: ωB97M-V with the def2-TZVPD basis set.

## Properties
HOMO energy	-8.4	eV
SMILES	N[C@@H](CC(=O)O)C(=O)N[C@@H](Cc1c[nH]c2ccccc12)C(=O)O
relative energy (zero: lowest compared OMol25 entry of this formula, charge and spin)	181.35	kcal per mole
frontier orbital gap	8.769	eV
LUMO energy	0.4	eV
energy	-30533.2269	eV

```
! wB97M-V def2-TZVPD RIJCOSX def2/J DEFGRID3
* xyz 0 1
N -2.0763 1.0883 -0.3033
C -2.9173 -0.1900 -0.2985
C -2.6515 -0.7490 -1.7275
C -3.7147 -1.7188 -1.9348
O -3.4134 -2.8788 -1.7572
O -4.8981 -1.4296 -2.4488
C -2.6432 -1.2673 0.8735
O -3.6346 -1.5806 1.4363
N -1.3117 -1.8347 0.9200
C 0.0523 -1.3663 0.3893
C 1.1892 -0.9828 1.3181
C 2.3345 -0.1212 0.5818
C 3.3740 -0.3917 -0.2032
N 4.0251 0.7868 -0.5004
C 3.2750 1.8394 0.0250
C 3.5987 3.2464 0.2726
C 2.7454 3.8162 1.0376
C 1.6686 3.3625 1.7894
C 1.5416 2.0419 1.7421
C 2.2605 1.3303 0.7712
C 0.6344 -2.4719 -0.6255
O 1.7300 -2.8278 -0.6550
O -0.2599 -2.8009 -1.8268
H -1.6921 1.1671 0.8484
H -2.8028 1.9531 -0.6889
H -3.9175 0.1796 -0.1309
H -1.6098 -1.1834 -1.9866
H -2.8282 0.2373 -2.2961
H -5.3505 -2.3572 -1.8649
H -1.4571 -2.5279 1.6166
H -0.1105 -0.5208 -0.3053
H 1.7193 -1.9431 1.3688
H 0.9453 -0.6007 2.3815
H 3.6350 -1.2751 -0.7262
H 4.7606 0.5798 -1.1835
H 4.4840 3.6680 -0.2166
H 2.5505 4.9547 0.9596
H 1.1315 4.1612 2.4284
H 0.8463 1.5400 2.3330
H -1.2127 -2.9332 -1.4133
*
```

These are the natural (NBO) partial charges, in e, on atoms 1 to 2: -0.88 -0.14